1.
Formula: C3H14N2O2
Source: OMol25
Level of theory: ωB97M-V with the def2-TZVPD basis set

```
! RIJCOSX wB97M-V def2-TZVPD def2/J DEFGRID3
* xyz 0 1
H 1.017 0.056 -0.309
H -1.594 2.841 1.216
C 1.773 1.111 -1.924
H -1.037 3.140 2.662
H 1.238 2.331 1.898
H 1.996 2.114 -2.286
N -0.734 3.103 1.694
O -1.251 -3.574 -2.434
H -1.403 -3.746 -1.503
C 0.279 2.114 1.419
H 0.589 2.932 -0.461
C 1.390 1.062 -0.439
H -2.211 -4.586 1.598
H 0.938 0.644 -2.441
N 0.411 2.029 -0.033
O -1.311 -4.304 1.795
H -1.817 -2.830 -2.652
H 2.335 1.078 0.133
H 2.601 0.459 -2.177
H 0.010 1.091 1.724
H -0.748 -4.824 1.210
*
```

As for the SMILES: CCNCN.O.O. Its energy above the lowest of the compared OMol25 structures with the same formula, charge and spin is 1.096 eV. For the HOMO energy, the calculation gives -8.75 eV. The HOMO-LUMO gap comes out at 9.2 eV.

---

2.
Formula: C3H14N2O2
Source: OMol25
Level of theory: ωB97M-V with the def2-TZVPD basis set

```
! RIJCOSX wB97M-V def2-TZVPD def2/J DEFGRID3
* xyz 0 1
H -2.242 -1.722 -0.666
N -0.517 -1.125 1.888
H 2.008 2.725 -1.426
H 1.078 -3.672 -0.711
H -1.342 -0.836 1.344
O -0.434 5.630 1.109
H 1.905 -2.267 -1.428
O 1.060 2.654 -1.306
H 0.125 -0.816 -0.970
N -1.382 -2.190 -0.860
H -1.197 5.734 1.684
C 0.940 -2.739 -1.272
C 0.340 -1.873 0.954
H 0.210 -2.935 1.183
H 1.404 -1.743 1.116
C -0.027 -1.809 -0.528
H -1.520 -3.194 -0.854
H -1.030 -1.790 2.477
H 0.666 3.523 -1.417
H 0.548 -3.080 -2.229
H -0.259 4.675 1.123
*
```

As for the SMILES: C[C@@H](N)CN.O.O. Its energy above the lowest of the compared OMol25 structures with the same formula, charge and spin is 1.193 eV. For the HOMO energy, the calculation gives -8.96 eV. The HOMO-LUMO gap comes out at 9.7 eV.

---

3.
Formula: C3H14N2O2
Source: OMol25
Level of theory: ωB97M-V with the def2-TZVPD basis set

```
! RIJCOSX wB97M-V def2-TZVPD def2/J DEFGRID3
* xyz 0 1
H 1.157 -1.034 -1.468
C -0.097 0.796 0.243
H 0.589 0.709 1.091
H -1.577 -0.283 -1.418
O -1.912 -0.161 -2.324
H 2.593 -0.127 -1.516
H 0.142 0.802 -1.949
H -1.007 0.137 2.592
N -1.114 -0.233 0.472
H 2.282 -0.712 0.848
H 3.388 -1.501 1.306
H -2.852 0.028 -2.251
H 1.342 1.781 -0.982
C -1.760 -0.129 1.781
C 0.738 0.859 -1.058
H -0.749 1.710 0.261
H -1.065 -1.170 0.119
N 1.710 -0.287 -1.059
H -2.595 0.563 1.739
O 2.995 -0.640 1.523
H -2.208 -1.108 2.049
*
```

As for the SMILES: CNCCN.O.O. Its energy above the lowest of the compared OMol25 structures with the same formula, charge and spin is 1.436 eV. For the HOMO energy, the calculation gives -8.90 eV. The HOMO-LUMO gap comes out at 9.7 eV.

---

4.
Formula: C3H14N2O2S
Source: OMol25
Level of theory: ωB97M-V with the def2-TZVPD basis set

```
! RIJCOSX wB97M-V def2-TZVPD def2/J DEFGRID3
* xyz 0 1
H 2.640 0.843 0.147
H 0.512 -0.802 1.536
H -2.553 0.210 -1.577
H 1.401 2.427 0.106
H -1.605 0.926 1.567
H 0.315 -2.796 0.243
H -1.025 2.639 0.197
H -0.951 -0.265 0.512
H 1.639 -1.812 -1.237
C 1.552 -0.664 1.255
N 0.901 1.721 0.606
O -2.545 0.763 -2.353
H -3.428 0.751 -2.745
H 2.167 -0.443 2.184
C -0.501 1.649 0.045
H -1.111 -3.352 -0.191
N -1.370 0.652 0.618
C 1.582 0.494 0.225
H -0.394 1.699 -1.037
H 1.210 0.096 -0.760
S 2.218 -2.201 0.638
O -0.653 -2.536 0.020
*
```

Its energy above the lowest of the compared OMol25 structures with the same formula, charge and spin is 2.840 eV. For the HOMO energy, the calculation gives -9.29 eV. The HOMO-LUMO gap comes out at 8.3 eV.

---

5.
Formula: C3H14N2O2S
Source: OMol25
Level of theory: ωB97M-V with the def2-TZVPD basis set

```
! RIJCOSX wB97M-V def2-TZVPD def2/J DEFGRID3
* xyz 0 1
H -3.428 0.550 2.053
H -2.509 1.409 -0.057
O 4.064 0.526 -0.416
H 3.879 -0.113 0.272
H 1.738 -0.561 0.847
O 2.442 -0.812 1.463
C -1.337 -0.335 -0.215
H -0.769 0.657 1.487
H 1.725 0.448 -1.505
H -0.234 1.434 -0.757
H 4.909 0.347 -0.832
H -2.968 0.327 -1.394
H -1.674 -0.751 1.694
C -2.694 0.371 -0.336
C -0.251 0.403 -1.070
H -1.319 -1.401 -0.535
H -0.815 0.474 -2.037
S -4.052 -0.367 0.559
N 1.047 -0.211 -1.143
N -0.881 -0.322 1.224
H 1.116 -1.113 -1.610
H 2.010 -0.961 2.310
*
```

Its energy above the lowest of the compared OMol25 structures with the same formula, charge and spin is 1.607 eV. For the HOMO energy, the calculation gives -9.33 eV. The HOMO-LUMO gap comes out at 8.7 eV.

---

6.
Formula: C3H14N4Si
Source: OMol25
Level of theory: ωB97M-V with the def2-TZVPD basis set

```
! RIJCOSX wB97M-V def2-TZVPD def2/J DEFGRID3
* xyz 0 1
N 0.856 1.168 -3.285
H 0.547 0.228 -3.157
H 1.174 1.822 0.884
N 0.395 2.565 0.638
H 0.378 -0.476 1.819
H 0.124 2.748 -2.342
H 1.480 -0.494 -0.239
H 0.329 -1.330 -1.099
H -0.626 1.859 2.423
C 0.217 -2.627 1.283
H 1.361 -2.475 1.316
H 0.043 -3.024 0.242
H 1.891 1.045 -3.125
H -1.247 3.268 1.624
N 0.162 1.780 -2.227
C 0.379 -0.561 -0.296
H -1.285 -0.890 1.197
H -0.251 -3.086 2.161
C -0.204 -1.102 1.056
N -0.349 2.752 1.868
H -1.927 0.845 -0.770
Si -0.568 1.037 -0.873
*
```

Its energy above the lowest of the compared OMol25 structures with the same formula, charge and spin is 2.039 eV. For the HOMO energy, the calculation gives -7.25 eV. The HOMO-LUMO gap comes out at 7.8 eV.

---

7.
Formula: C3H14N6
Source: OMol25
Level of theory: ωB97M-V with the def2-TZVPD basis set

```
! RIJCOSX wB97M-V def2-TZVPD def2/J DEFGRID3
* xyz 0 1
H 0.685 -1.975 0.026
C -0.247 -1.571 0.395
N -0.505 -1.261 -1.904
H -1.740 0.818 -0.545
H -0.028 -0.377 -2.121
C -2.119 -0.206 -0.429
N 0.655 1.355 2.000
N 0.975 1.850 0.766
H -2.895 -0.381 -1.177
H -1.253 -1.425 -2.573
N -1.063 -1.181 -0.610
N 1.472 1.028 -1.486
H 2.015 0.388 -2.062
H 1.675 1.989 -1.784
H -1.339 -1.019 2.140
H 1.491 1.403 2.579
C -0.380 -1.299 1.728
N 1.830 0.802 -0.123
H 0.107 1.874 0.227
H 0.214 0.266 1.931
H 2.786 1.122 0.058
H 0.224 -1.886 2.403
H -2.558 -0.315 0.562
*
```

As for the SMILES: C=CN(C)N.NNNN. Its energy above the lowest of the compared OMol25 structures with the same formula, charge and spin is 4.090 eV. For the HOMO energy, the calculation gives -7.33 eV. The HOMO-LUMO gap comes out at 8.3 eV.

---

8.
Formula: C3H14NO3
Source: OMol25
Level of theory: ωB97M-V with the def2-TZVPD basis set

```
! RIJCOSX wB97M-V def2-TZVPD def2/J DEFGRID3
* xyz 1 1
N -0.174 0.044 -0.609
O 1.875 -1.370 -1.031
H 0.485 0.290 2.679
H -1.963 -2.479 -1.481
H -1.444 3.174 0.246
H -0.436 -0.935 -0.550
H -1.322 -3.784 -0.677
H -2.655 2.352 -0.122
H -0.906 1.058 2.043
H 1.382 -2.199 -1.153
C -0.114 0.355 1.778
H 0.407 0.140 -1.448
C 1.648 1.457 0.473
H 2.197 1.883 -0.399
H 2.631 -1.618 -1.588
H 1.918 1.982 1.370
C 0.548 0.742 0.506
O -1.259 -2.874 -0.967
H -0.581 -0.625 1.758
H -0.983 0.676 -0.696
O -1.867 2.323 0.431
*
```

Its energy above the lowest of the compared OMol25 structures with the same formula, charge and spin is 1.429 eV. For the HOMO energy, the calculation gives -13.90 eV. The HOMO-LUMO gap comes out at 10.8 eV.

---

9.
Formula: C3H14NO3S
Source: OMol25
Level of theory: ωB97M-V with the def2-TZVPD basis set

```
! RIJCOSX wB97M-V def2-TZVPD def2/J DEFGRID3
* xyz 0 2
O 0.816 1.811 -1.829
C -1.245 0.866 0.705
H 0.996 0.637 2.793
H 3.472 -0.576 0.751
N 0.395 -0.679 -0.243
H -0.748 1.719 0.238
H -2.252 -2.440 -1.101
H -1.818 1.206 1.565
C -0.138 -0.109 1.074
H 1.428 1.467 1.301
S 2.564 -0.792 1.737
H 1.225 -1.218 0.049
H 1.393 2.541 -1.581
C 1.095 0.517 1.718
O -1.371 -2.751 -1.358
H -1.474 -3.108 -2.246
H 0.620 0.077 -0.898
H -0.320 -1.274 -0.684
H -2.635 0.882 -0.689
H -0.495 -0.939 1.676
O -2.120 0.203 -0.240
H 0.613 1.960 -2.738
*
```

Its energy above the lowest of the compared OMol25 structures with the same formula, charge and spin is 2.411 eV. For the HOMO energy (spin up / spin down), the calculation gives -2.54 / -8.67 eV. The HOMO-LUMO gap (spin up / spin down) comes out at 2.8 / 8.9 eV.

---

10.
Formula: C3H14NO4
Source: OMol25
Level of theory: ωB97M-V with the def2-TZVPD basis set

```
! RIJCOSX wB97M-V def2-TZVPD def2/J DEFGRID3
* xyz -1 1
H 1.426 0.340 0.035
O -2.882 -0.785 -0.225
H 2.587 -2.588 1.066
H 0.305 -3.072 1.764
H 0.687 3.023 -1.446
O -0.290 -0.921 -0.015
C -0.236 1.043 -1.200
H -1.977 -0.975 -0.142
C 0.218 0.346 0.037
H 0.252 -2.212 0.515
H -0.153 0.747 0.945
H -3.104 -1.392 -0.855
H -1.170 2.614 0.698
O 0.793 -3.056 0.978
H -1.283 0.666 -1.552
H -1.306 2.922 -1.697
H 0.381 0.614 -2.009
H 0.253 3.452 0.681
C -0.339 2.635 -1.144
O 3.341 -2.943 1.478
H 3.108 -3.686 1.920
N -0.611 3.229 0.167
*
```

Its energy above the lowest of the compared OMol25 structures with the same formula, charge and spin is 2.159 eV. For the HOMO energy, the calculation gives -4.11 eV. The HOMO-LUMO gap comes out at 8.1 eV.

---

11.
Formula: C3H14NO4
Source: OMol25
Level of theory: ωB97M-V with the def2-TZVPD basis set

```
! RIJCOSX wB97M-V def2-TZVPD def2/J DEFGRID3
* xyz -1 1
H -1.234 -1.576 -2.198
H -0.620 0.494 -0.495
O 2.678 2.317 2.031
O 1.667 2.405 -1.870
H 0.656 -1.878 -0.753
H 1.295 -0.894 1.214
H -3.375 0.122 -0.204
H 2.299 3.143 -1.432
H -1.568 -3.122 -1.487
C -0.334 -1.641 -0.313
H -2.219 -0.369 0.752
C 0.753 -0.043 1.057
H 2.595 1.505 1.448
H -2.433 -1.567 -0.965
H -0.368 -2.358 0.528
C -1.475 -2.028 -1.334
O -3.051 0.110 0.656
O 1.509 0.960 0.484
H 0.568 0.352 2.075
N -0.547 -0.246 0.151
H 1.403 1.657 -1.191
H 1.800 2.656 1.846
*
```

Its energy above the lowest of the compared OMol25 structures with the same formula, charge and spin is 2.676 eV. For the HOMO energy, the calculation gives -4.03 eV. The HOMO-LUMO gap comes out at 7.6 eV.

---

12.
Formula: C3H14NO5
Source: OMol25
Level of theory: ωB97M-V with the def2-TZVPD basis set

```
! RIJCOSX wB97M-V def2-TZVPD def2/J DEFGRID3
* xyz 1 1
O 0.495 -1.693 1.775
H -1.431 -3.155 -0.618
H 0.018 -0.360 0.440
C -0.546 1.281 -0.837
C 0.200 2.401 0.010
H 1.360 -1.842 1.366
H -0.409 1.415 -1.931
N 0.214 -0.046 -0.521
H -1.802 1.273 0.921
H -2.479 -0.788 -0.086
H -0.446 3.062 0.545
O 1.396 2.343 0.031
H 0.704 -1.470 2.694
H -2.454 2.005 -0.637
O -2.778 0.087 -0.356
H -0.111 -3.097 0.084
C -1.917 1.148 -0.168
O -0.583 -2.694 -0.657
H 3.673 -0.083 -0.627
H 3.109 0.976 0.172
H -0.431 -0.783 -0.923
O 3.011 0.001 0.078
H 1.205 0.020 -0.755
*
```

Its energy above the lowest of the compared OMol25 structures with the same formula, charge and spin is 2.338 eV. For the HOMO energy, the calculation gives -14.39 eV. The HOMO-LUMO gap comes out at 10.9 eV.